# C3H10N3OS

A cluster of 2 separate species, C3H10N3OS in total in a non-equilibrium geometry (the ωB97M-V functional and the def2-TZVPD basis, the OMol25 dataset).

Structure (XYZ):
```
18
Properties=species:S:1:pos:R:3:forces:R:3:mulliken_charge:R:1
C 1.8537 0.4312 0.0317 -0.05 0.63 1.16 0.699
C -3.9414 0.3294 -0.0694 -0.88 -2.67 -3.68 -0.653
C 0.0357 -1.2599 -0.1369 -0.35 -0.51 -0.01 -0.303
N 2.6368 1.3013 -0.7163 -2.65 -2.62 -1.41 -0.389
N 1.8762 0.4804 1.3629 2.42 1.27 2.55 -0.354
N 1.0127 -0.4369 -0.5525 3.32 3.87 -4.14 -0.131
O 0.0481 -1.3845 1.2032 -3.03 -4.31 0.48 -0.517
S -2.2873 0.3852 -0.3969 -0.05 -0.04 -1.05 -0.023
H -4.2634 0.6894 0.8162 -0.99 1.07 2.71 0.371
H -4.6372 -0.3709 -0.6972 1.48 1.59 1.36 0.251
H -0.0724 -2.1304 -0.7689 -0.30 -0.15 0.01 0.405
H 3.2591 1.9242 -0.3377 1.50 1.42 1.66 0.192
H 2.4004 1.5608 -1.6788 -0.07 -0.60 0.65 0.205
H 2.6662 0.8665 1.9681 -1.32 -0.27 -1.99 0.259
H 1.2656 -0.0213 1.9892 -0.34 -0.47 -0.85 0.244
H 1.1416 -0.1914 -1.5732 -1.11 -1.42 1.22 0.193
H -0.5623 -2.2605 1.2813 2.03 3.07 0.72 0.381
H -2.4321 0.0871 -1.7248 0.40 0.12 0.62 0.169
```
Forces are in eV/Å.

HOMO (alpha / beta) = -10.9361 / -10.2750 eV
gap between HOMO and LUMO (alpha / beta) = 7.87 / 6.62 eV
2S+1 = 1
charge = +1

# C3H3N5

The molecule C3H3N5 in a non-equilibrium geometry (the ωB97M-V functional and the def2-TZVPD basis, the OMol25 dataset).

Structure (XYZ):
```
11
Properties=species:S:1:pos:R:3:forces:R:3:mulliken_charge:R:1
H -1.8495 0.6932 1.3480 -0.67 1.67 1.18 0.246
N -1.7590 -0.1106 0.7981 -0.62 -0.70 0.56 -0.623
C -0.9840 0.1023 -0.1334 1.04 -1.58 -1.98 0.520
C -0.1343 1.2119 -0.6975 -4.71 -0.69 -0.21 -0.025
N 1.0375 1.2331 -0.3869 4.16 -0.12 0.81 -0.251
N 1.4640 0.3221 0.5383 1.16 -0.38 0.65 -0.340
C 1.2760 -0.9293 0.4131 -1.38 -0.73 -1.09 0.118
N 0.4669 -1.6068 -0.6544 0.04 1.03 0.88 -0.153
N -0.6516 -1.1044 -0.9076 1.04 0.17 -0.09 -0.259
H -0.5534 1.8587 -1.4329 -0.11 0.65 -0.43 0.396
H 1.6873 -1.6702 1.1152 0.04 0.67 -0.29 0.370
```
Forces are in eV/Å.

HOMO = -9.4287 eV
gap between HOMO and LUMO = 9.07 eV
2S+1 = 1
structure (SMILES) = [H]/N=c1\cnncnn1

# C2H2ClIO

A cluster of 2 separate species, C2H2ClIO in total in a non-equilibrium geometry (the ωB97M-V functional and the def2-TZVPD basis, the OMol25 dataset).

Structure (XYZ):
```
7
Properties=species:S:1:pos:R:3:forces:R:3:mulliken_charge:R:1
C -0.7467 0.4573 0.4062 1.03 -0.86 1.78 0.229
C 0.3294 0.1795 -0.5856 1.69 -2.13 2.71 -0.557
O -1.8927 0.6415 0.1218 0.37 0.36 0.10 -0.414
Cl -0.0423 -2.2201 0.2079 0.33 2.18 -0.99 -0.258
I 2.3570 0.3935 0.0043 -1.34 0.07 -0.33 0.267
H -0.2422 0.3305 1.4577 -1.46 0.58 -1.18 0.268
H 0.2376 0.2178 -1.6123 -0.63 -0.21 -2.09 0.463
```
Forces are in eV/Å.

HOMO (alpha / beta) = -10.2316 / -10.2325 eV
gap between HOMO and LUMO (alpha / beta) = 7.42 / 7.42 eV
2S+1 = 1

# C24H21NO2S

The molecule C24H21NO2S in a non-equilibrium geometry (the ωB97M-V functional and the def2-TZVPD basis, the OMol25 dataset).

Structure (XYZ):
```
49
Properties=species:S:1:pos:R:3:forces:R:3:mulliken_charge:R:1
C 4.1328 0.9899 3.9393 -0.43 -0.44 -0.23 -0.679
O 3.1233 -0.0339 4.0467 -0.59 -0.76 0.31 -0.512
C 2.1278 -0.3176 2.9707 1.47 -0.07 4.02 2.180
C 1.6923 -1.8030 3.0444 0.06 -0.65 1.38 -0.001
N 2.5296 -2.8093 3.3166 -2.65 1.80 -0.84 -0.572
C 1.7835 -3.9468 3.2517 0.75 -3.18 0.36 -0.441
C 0.4361 -3.9443 2.9430 2.23 1.27 0.55 -0.323
S 0.0004 -2.3058 2.7292 1.18 0.63 0.23 -0.106
C 1.0176 0.7227 3.0529 -1.03 0.14 -0.30 -1.531
C 0.4362 0.8485 1.6412 1.34 0.58 -0.73 -0.119
C 1.6831 0.4042 0.8861 -0.56 0.01 -3.43 0.549
C 1.8344 0.5188 -0.5484 1.09 1.32 1.21 0.300
O 0.8808 1.0595 -1.3949 0.18 0.20 0.82 -0.474
C 0.0566 -0.0327 -1.7695 0.39 -0.64 -0.31 -0.497
C -1.1900 0.4367 -2.4894 -2.21 -0.50 2.16 0.310
C -1.2893 0.6426 -3.8622 -0.78 0.97 -1.26 -0.610
C -2.5409 0.8801 -4.4812 2.19 0.07 0.00 -0.872
C -3.7132 1.0489 -3.8007 0.65 -1.22 2.90 0.350
C -4.9508 1.3704 -4.2950 -2.44 -0.05 -1.01 -0.524
C -6.1336 1.3547 -3.5724 4.30 -0.52 1.24 -0.861
C -5.9366 1.0640 -2.1895 -1.81 0.82 2.50 -0.244
C -4.7073 0.8533 -1.5615 -2.59 0.70 -1.37 -0.923
C -3.6039 0.8057 -2.4105 0.16 0.12 1.35 1.499
C -2.4174 0.5387 -1.7480 3.18 0.12 -2.63 -0.722
C 3.0606 0.2165 -1.1196 -1.01 -1.35 -1.62 -0.442
C 3.9977 -0.4140 -0.3630 -0.79 0.64 3.04 -0.817
C 3.8760 -0.5982 1.0406 -0.43 -1.00 -0.97 -0.594
C 2.6452 -0.2598 1.6631 1.80 2.19 -4.83 -0.663
H 4.7914 0.7459 3.1328 0.83 -0.37 -0.39 0.266
H 4.7293 1.1066 4.8902 -1.08 -0.50 -0.88 0.283
H 3.7443 1.9500 3.6294 -0.54 0.51 0.31 0.299
H 2.3605 -4.9081 3.4710 -1.05 1.35 -0.35 0.326
H -0.2355 -4.7649 2.9378 -0.39 -0.39 -0.16 0.465
H 0.2275 0.3203 3.6487 -0.34 0.27 1.19 0.433
H 1.3508 1.7242 3.3667 0.20 -0.74 0.33 0.338
H -0.3412 0.0706 1.5430 -0.17 0.85 -0.42 0.102
H 0.1648 1.9276 1.3292 -0.08 -1.99 0.53 0.303
H 0.6895 -0.7232 -2.4145 -0.89 0.58 0.51 0.384
H -0.1088 -0.5576 -0.7946 -0.75 -0.07 -1.05 0.345
H -0.3767 0.8605 -4.4340 -0.36 -0.87 0.00 0.351
H -2.6850 0.9549 -5.5222 0.74 0.29 -1.36 0.415
H -5.0351 1.5848 -5.3315 0.08 0.26 -0.95 0.380
H -6.9779 1.6910 -4.0730 -1.80 0.20 -0.23 0.451
H -6.8135 1.1962 -1.4796 0.93 -0.39 -1.07 0.236
H -4.5894 0.8164 -0.4684 -0.27 -0.21 -0.69 0.346
H -2.4447 0.5746 -0.6933 0.25 -0.54 1.05 0.326
H 3.2397 0.0764 -2.2303 -0.67 1.00 1.29 0.314
H 4.8020 -0.7348 -0.9126 2.26 -0.94 -0.58 0.509
H 4.6773 -1.2013 1.4853 -0.54 0.47 0.39 0.467
```
Forces are in eV/Å.

HOMO = -8.0880 eV
gap between HOMO and LUMO = 8.38 eV
2S+1 = 1
structure (SMILES) = CO[C@@]1(c2nccs2)CCc2c(OCc3ccc4ccccc4c3)cccc21

# C7H8N2

The molecule C7H8N2 in a non-equilibrium geometry (the ωB97M-V functional and the def2-TZVPD basis, the OMol25 dataset).

Structure (XYZ):
```
17
Properties=species:S:1:pos:R:3:forces:R:3:mulliken_charge:R:1
C -0.0700 0.7975 -0.4170 2.28 0.61 -0.32 0.385
C -1.4003 -0.2628 -0.6967 -0.81 2.86 2.55 -0.605
C 0.4406 1.9433 0.1386 -2.90 -2.89 -1.28 0.403
C 2.0931 -1.4830 0.6610 0.12 -0.10 0.06 -0.795
C -3.5587 -0.3363 0.4538 -6.23 -1.18 2.39 -0.492
C 1.2644 -1.2836 -0.3466 0.12 -0.01 -0.21 0.080
C 1.0888 0.0225 -1.0625 0.05 0.11 0.27 -0.985
N 0.8997 3.0450 0.3528 0.19 0.60 -0.03 -0.554
N -2.4091 -0.1630 -0.0304 7.26 0.46 -3.62 0.082
H 2.1776 -2.4368 1.1528 -0.08 -0.20 0.10 0.269
H 2.7285 -0.6987 1.0410 0.16 0.21 -0.02 0.251
H -4.3988 0.1932 0.0392 -0.13 0.07 -0.01 0.297
H -3.6972 -0.9851 1.3020 -0.02 -0.03 0.11 0.300
H 0.6165 -2.0823 -0.6815 -0.03 -0.21 0.01 0.340
H 0.8491 -0.1566 -2.1104 0.02 0.01 -0.11 0.279
H 2.0052 0.6117 -1.0144 0.06 -0.08 -0.06 0.469
H 1.3706 3.2751 1.2184 -0.06 -0.22 0.19 0.276
```
Forces are in eV/Å.

HOMO (alpha / beta) = -5.9152 / -8.2273 eV
gap between HOMO and LUMO (alpha / beta) = 6.75 / 6.21 eV
2S+1 = 3

# C24H22BBeN6O6S2

A structure of composition C24H22BBeN6O6S2 (the ωB97M-V functional and the def2-TZVPD basis, the OMol25 dataset).

Structure (XYZ):
```
62
Properties=species:S:1:pos:R:3:forces:R:3:mulliken_charge:R:1
Be 0.4664 -0.8737 0.8645 0.39 0.16 -0.09 -0.322
O -2.1470 -4.3239 0.6718 -0.09 -0.02 0.00 -0.738
C -3.2943 -3.6256 0.6987 0.02 0.21 0.01 0.097
C -4.5025 -4.3198 0.6078 0.00 -0.16 -0.01 -0.641
C -5.7061 -3.6440 0.6335 0.09 0.02 0.02 -0.313
C -5.7320 -2.2571 0.7439 -0.12 0.08 0.02 -0.756
C -4.5430 -1.5594 0.8332 0.03 -0.11 -0.01 -0.276
C -3.3175 -2.2236 0.8176 0.05 -0.21 -0.03 0.139
C -2.0481 -1.4672 0.9193 0.03 0.24 0.08 1.113
O -0.9249 -2.0803 0.8458 0.00 0.22 0.00 -0.861
N -2.1299 -0.1758 1.0900 -0.46 0.04 -0.09 -0.668
N -0.8717 0.3969 1.1948 0.23 0.33 0.03 0.401
C -0.9730 1.6825 1.3280 -0.28 -0.86 -0.08 0.159
S -2.6092 2.3411 1.2332 -0.08 0.26 -0.03 -0.070
C -2.0529 4.0753 1.1962 -0.05 -0.41 -0.09 -0.524
C -0.8833 4.1563 2.1391 0.51 -0.24 -0.10 -0.657
S 0.3025 2.8238 1.6501 -0.10 0.20 -0.01 0.043
H -1.4133 -3.6588 0.7288 0.00 -0.07 -0.02 0.501
H -4.4677 -5.3980 0.5167 0.03 0.00 0.01 0.427
H -6.6339 -4.1996 0.5703 0.01 -0.01 -0.02 0.358
H -6.6775 -1.7305 0.7617 0.01 0.02 -0.01 0.389
H -4.5282 -0.4816 0.9149 -0.02 0.03 0.02 0.473
H -2.8925 4.7051 1.4922 0.03 0.00 0.04 0.382
H -1.7540 4.3122 0.1738 0.00 0.12 0.05 0.215
H -1.1968 3.9992 3.1723 0.02 0.04 -0.03 0.311
H -0.3394 5.0976 2.0516 0.02 0.00 0.05 0.403
B 2.9026 -2.8947 0.7644 -0.19 -0.24 -0.08 -0.035
N 2.4675 -2.1590 2.0593 0.21 0.19 0.15 0.244
C 3.0926 -2.2526 3.2346 -0.11 0.11 0.13 -0.312
C 2.3119 -1.6378 4.2037 0.02 -0.06 0.00 -1.116
C 1.2000 -1.1791 3.5044 0.01 -0.12 -0.03 -0.226
N 1.3137 -1.5046 2.2184 -0.11 0.04 0.07 0.315
N 2.3430 -2.2120 -0.5107 0.17 -0.01 -0.17 0.454
C 2.8814 -2.3377 -1.7250 -0.16 0.02 -0.15 -0.192
C 2.0367 -1.7442 -2.6495 0.04 -0.12 0.01 -1.283
C 0.9775 -1.2683 -1.8838 -0.04 -0.22 0.01 -0.427
N 1.1790 -1.5589 -0.5983 -0.14 -0.22 -0.07 0.161
H 2.4358 -4.0133 0.8085 0.04 -0.13 0.03 -0.216
H 4.1018 -2.8821 0.7041 0.10 -0.08 0.02 -0.192
H 4.0399 -2.7567 3.3155 0.01 -0.01 -0.07 0.439
H 2.5179 -1.5421 5.2548 0.02 0.01 0.01 0.382
H 0.3284 -0.6522 3.8560 0.02 0.10 -0.05 0.513
H 3.8230 -2.8409 -1.8567 0.04 0.03 0.05 0.425
H 2.1745 -1.6608 -3.7127 0.00 0.00 -0.01 0.394
H 0.0859 -0.7522 -2.1984 0.00 0.03 0.05 0.726
O 3.7000 0.2396 -0.2958 0.22 0.15 0.03 -0.700
C 2.6035 0.7819 -0.2723 -0.34 -0.02 0.56 -0.353
O 1.6900 0.6046 0.6255 -0.06 0.49 -0.49 -0.265
C 2.2846 1.7710 -1.3902 0.02 -0.08 0.12 0.049
C 3.3273 2.4876 -1.9549 0.06 0.00 0.00 -0.378
C 3.1187 3.4236 -2.9704 -0.05 0.14 -0.06 -1.041
C 1.8255 3.5941 -3.3943 -0.25 -0.19 0.07 0.959
O 1.3360 4.4551 -4.3553 0.18 -0.06 -0.01 -0.514
C -0.0618 4.2186 -4.4114 -0.32 0.24 -0.25 -0.263
O -0.3957 3.1914 -3.4983 0.03 -0.12 0.12 -0.529
C 0.7837 2.8467 -2.8670 0.23 0.19 -0.03 0.770
C 0.9762 1.9407 -1.8585 -0.08 0.11 0.10 -0.400
H 4.3263 2.3005 -1.5856 0.00 -0.03 0.01 0.495
H 3.9313 3.9928 -3.4010 0.01 0.02 0.01 0.411
H -0.3444 3.9182 -5.4274 0.08 -0.06 0.07 0.238
H -0.6017 5.1365 -4.1444 0.09 -0.05 0.06 0.256
H 0.1573 1.3754 -1.4369 -0.02 0.07 0.09 0.622
```
Forces are in eV/Å.

HOMO = -5.2049 eV
gap between HOMO and LUMO = 7.42 eV
2S+1 = 1
charge = -1

In kcal per mole, the relative energy (zero: lowest compared OMol25 entry of this formula, charge and spin) values for the records above are, in order, 101.8; 77.5; 52.2; 81.4; 77.9; 13.9.